Density functional theory data (ωB97M-V with the def2-TZVPD basis set) for a cluster of 6 separate species, C15H43N2O5S5 in total at a distorted geometry.

Structure (XYZ):
```
70
Properties=species:S:1:pos:R:3:forces:R:3:nbo_charge:R:1
C 0.71496 -1.25305 0.06765 -0.5 0.2 -1.4 -0.638
C -0.16383 -0.79932 -1.27853 1.1 0.1 0.4 -0.246
C -0.63288 0.75216 -1.09269 1.0 0.4 0.3 -0.627
C -1.34936 -1.88800 -1.54741 -0.8 -0.4 -0.6 -0.226
N -2.73886 -1.32526 -1.70663 0.6 -2.2 2.2 -0.859
C -3.61248 -1.58805 -0.49630 0.5 0.5 -1.6 -0.063
N -3.97739 -0.20500 0.08123 0.8 -0.1 0.2 -0.939
H -0.00436 -1.37691 0.99222 1.6 0.3 -1.8 0.216
H 1.51208 -0.38674 0.21398 -1.4 -2.0 0.1 0.169
H 1.21429 -2.28914 -0.21570 -0.9 2.1 1.0 0.207
H 0.60072 -0.85080 -2.18819 -1.6 0.2 2.0 0.206
H 0.06033 1.21506 -0.23900 -1.4 -0.8 -1.7 0.171
H -0.37907 1.35697 -2.07560 -0.8 -1.1 1.8 0.173
H -1.74004 0.91969 -0.76008 2.2 -0.6 -0.9 0.243
H -1.25553 -2.71729 -0.69684 -0.2 1.5 -1.4 0.134
H -1.06013 -2.46301 -2.55274 -0.3 1.1 1.8 0.142
H -4.64784 -2.10668 -0.76434 1.8 0.9 0.4 0.108
H -3.11358 -2.24170 0.33818 -0.8 1.1 -1.2 0.128
H -3.14200 0.02775 0.68492 -1.3 0.0 -1.0 0.363
H -3.89277 0.42587 -0.77188 0.2 -1.2 1.3 0.349
C 0.88694 1.19563 -5.65104 0.0 0.2 0.1 -0.833
S 1.11668 -0.59816 -5.69723 0.0 -0.3 0.8 1.249
O 1.44435 -1.04658 -4.30420 0.1 0.4 -1.1 -0.956
C 2.66348 -0.56920 -6.63655 0.2 0.1 0.0 -0.833
H -0.01431 1.41439 -5.07220 0.1 -0.2 0.0 0.258
H 1.74657 1.67228 -5.17336 0.0 -0.1 0.0 0.224
H 0.76261 1.57632 -6.66754 0.0 -0.1 0.0 0.216
H 3.41598 0.01360 -6.10016 -0.1 0.0 0.0 0.223
H 2.48346 -0.13331 -7.62219 0.0 0.0 0.1 0.217
H 3.01580 -1.59627 -6.75398 -0.1 0.1 0.1 0.236
C 4.37038 -4.50085 3.31739 0.1 -0.2 0.1 -0.833
S 3.50843 -3.31017 2.26294 -0.6 -0.2 -0.4 1.241
O 2.08539 -3.76651 2.13770 0.9 0.0 0.2 -0.970
C 4.35992 -3.75969 0.73041 0.2 -0.2 0.0 -0.835
H 3.96602 -4.42267 4.33009 0.0 0.1 -0.2 0.229
H 4.21340 -5.51589 2.94404 -0.1 0.1 0.0 0.224
H 5.43774 -4.26843 3.33752 -0.1 0.1 -0.1 0.225
H 4.20405 -4.81892 0.51274 -0.2 0.1 0.1 0.217
H 5.42756 -3.55040 0.83155 -0.3 0.0 0.0 0.258
H 3.94865 -3.15778 -0.08282 0.0 0.0 0.2 0.246
C -2.35459 3.53831 3.38749 -0.2 0.1 0.0 -0.834
S -1.34478 2.05021 3.19145 -0.3 -0.5 -0.7 1.237
O -1.85316 1.31607 1.98664 0.3 0.6 1.0 -0.956
C -1.97743 1.19495 4.65570 -0.1 0.0 0.1 -0.831
H -2.14884 4.20917 2.54917 0.1 -0.2 0.1 0.238
H -3.41532 3.27530 3.38664 0.1 -0.1 0.0 0.234
H -2.09221 4.03977 4.32203 0.0 -0.1 0.0 0.216
H -3.06045 1.07314 4.57898 0.1 0.0 -0.1 0.235
H -1.72680 1.76977 5.55049 0.0 0.0 -0.1 0.214
H -1.50488 0.21200 4.71295 0.0 0.2 -0.1 0.245
C 5.15105 0.53374 0.78954 -0.1 -0.1 0.0 -0.830
S 6.75128 -0.30806 0.84609 -0.2 -0.2 0.1 1.239
O 6.48921 -1.75496 1.14067 0.3 0.8 0.1 -1.000
C 7.32012 0.46440 2.38084 0.0 0.0 0.1 -0.829
H 4.59961 0.17082 -0.08189 0.1 0.0 0.1 0.258
H 4.57918 0.31476 1.69471 0.1 -0.1 -0.1 0.240
H 5.30589 1.61103 0.69393 0.1 -0.1 0.0 0.226
H 6.61803 0.25010 3.19004 0.0 0.0 -0.1 0.232
H 7.40709 1.54382 2.23536 0.0 -0.1 -0.1 0.226
H 8.30010 0.05304 2.63225 -0.1 0.0 -0.1 0.235
C -6.82912 1.75746 0.15138 -0.1 0.1 0.1 -0.821
S -7.21374 3.32905 0.96054 -0.2 -0.4 -0.1 1.225
O -8.58163 3.20326 1.56223 0.3 0.1 -0.3 -0.998
C -7.37668 4.29380 -0.56211 -0.1 0.1 -0.1 -0.829
H -6.72161 0.98888 0.92138 0.1 0.2 -0.1 0.264
H -7.63808 1.47664 -0.52762 0.0 0.2 0.1 0.219
H -5.89007 1.84817 -0.39964 0.0 -0.1 0.2 0.252
H -8.15211 3.86058 -1.19825 0.0 0.0 0.1 0.226
H -6.42047 4.30512 -1.09072 0.0 -0.1 0.1 0.230
H -7.65495 5.31574 -0.29565 0.0 -0.1 0.1 0.225
```
Positions in Å, forces in eV/Å.

Output
* orbital gap: 3.1 eV
* total charge: -1
* HOMO energy: -1.17 eV
* E_tot: -83638.340 eV
* energy above the lowest of the compared OMol25 structures with the same formula, charge and spin: 206.0 kJ/mol